# 1
C7H15NO2 | ωB97M-V/def2-TZVPD

Properties
Strongest force on any atom = 0.128 Eh/bohr
Relative energy (zero: lowest compared OMol25 entry of this formula, charge and spin) = 240.36 kJ/mol
SMILES string = CC(C)C(=O)O.C=C(C)N
Multiplicity = 1
Frontier orbital gap = 9.05 eV
LUMO energy = 0.63 eV

Each line ends with the natural charge from an NBO analysis.
CARTESIAN COORDINATES (ANGSTROEM)
C (-1.985, 1.244, 0.878)  -0.626
C (-1.515, -0.178, 1.089)  -0.266
C (-2.275, -1.210, 0.285)  -0.627
C (0.260, -0.251, 1.094)  0.789
O (0.781, 0.628, 1.766)  -0.653
O (0.547, -1.560, 1.324)  -0.737
H (-3.014, 1.374, 1.232)  0.208
H (-1.979, 1.528, -0.180)  0.192
H (-1.363, 1.947, 1.443)  0.234
H (-1.590, -0.431, 2.149)  0.214
H (-3.287, -1.339, 0.687)  0.213
H (-1.771, -2.180, 0.294)  0.226
H (-2.413, -0.889, -0.753)  0.195
H (1.468, -1.671, 1.001)  0.493
C (0.232, -0.155, -1.325)  -0.475
C (1.543, 0.061, -0.968)  0.217
C (2.079, 1.462, -0.861)  -0.665
N (2.449, -1.003, -0.930)  -0.838
H (-0.117, -1.139, -1.614)  0.212
H (-0.407, 0.686, -1.565)  0.218
H (3.009, 1.490, -0.284)  0.219
H (1.364, 2.105, -0.343)  0.253
H (2.262, 1.883, -1.855)  0.230
H (3.419, -0.706, -0.903)  0.386
H (2.303, -1.696, -1.660)  0.392

# 2
C21H109BI2O45P | ωB97M-V/def2-TZVPD

Properties
Strongest force on any atom = 0.140 Eh/bohr
Relative energy (zero: lowest compared OMol25 entry of this formula, charge and spin) = 736.16 kJ/mol
Multiplicity = 1
Charge = -1
Frontier orbital gap = 6.22 eV
LUMO energy = 1.09 eV

Each line ends with the Löwdin charge.
CARTESIAN COORDINATES (ANGSTROEM)
C (0.404, 1.476, -2.995)  -0.001
C (0.966, 1.280, -1.838)  -0.136
P (2.207, 1.066, -0.366)  0.581
C (3.619, 0.285, -1.403)  -0.244
C (3.824, 0.964, -2.853)  -0.212
C (3.290, 0.084, -4.086)  -0.143
C (2.865, 0.901, -5.377)  -0.026
C (2.359, 0.199, -6.698)  -0.062
C (2.296, -1.369, -6.655)  -0.098
C (2.665, -2.223, -5.407)  -0.101
C (3.169, -1.466, -4.122)  -0.024
B (3.135, 1.126, 1.325)  -0.561
O (4.290, 0.328, 1.703)  -0.028
O (2.666, 2.092, 2.331)  -0.063
C (3.775, 2.696, 3.044)  -0.244
C (4.868, 3.415, 2.088)  -0.070
O (0.928, 1.900, 0.528)  -0.308
C (-0.026, 0.870, 0.951)  -0.265
C (-0.550, 1.177, 2.432)  -0.076
C (-1.942, 1.530, 2.560)  -0.030
C (0.247, -0.656, 0.485)  -0.371
C (-0.709, -1.349, -0.598)  -0.058
C (-0.982, -2.744, -0.709)  -0.006
C (0.544, -1.801, 1.577)  -0.532
I (2.569, -2.689, 1.621)  0.910
C (-0.396, -2.330, 2.513)  -0.714
C (-1.905, -1.794, 2.542)  -0.143
I (0.190, -3.908, 3.884)  0.778
O (1.557, -0.564, -0.203)  -0.431
H (-0.046, 1.750, -4.011)  0.039
H (2.666, 2.417, -0.642)  0.041
H (4.650, 0.337, -0.876)  0.096
H (3.361, -0.844, -1.476)  0.069
H (4.967, 1.088, -3.031)  0.116
H (3.379, 2.012, -2.951)  0.077
H (2.918, 2.046, -5.368)  0.090
H (2.088, 0.820, -7.623)  0.080
H (1.959, -1.919, -7.599)  0.065
H (2.591, -3.370, -5.354)  0.085
H (3.469, -2.089, -3.198)  0.091
H (4.002, -0.142, 2.530)  0.057
H (4.297, 1.976, 3.784)  0.120
H (3.341, 3.544, 3.710)  0.115
H (5.690, 2.616, 1.904)  0.086
H (4.431, 3.785, 1.098)  0.075
H (5.392, 4.273, 2.657)  0.060
H (-0.936, 1.154, 0.284)  0.130
H (0.121, 1.165, 3.364)  0.113
H (-2.358, 2.186, 3.400)  0.062
H (-2.624, 1.033, 1.772)  0.056
H (-1.196, -0.672, -1.403)  0.110
H (-0.250, -3.586, -0.428)  0.074
H (-1.997, -3.083, -1.135)  0.055
H (-1.948, -0.970, 3.350)  0.075
H (-2.548, -2.662, 2.970)  0.066
H (-2.316, -1.465, 1.529)  0.080
O (4.245, -3.200, 5.052)  -0.086
H (4.324, -2.326, 5.456)  0.041
H (3.749, -3.038, 4.237)  -0.065
O (1.272, -7.068, 6.239)  -0.055
H (0.877, -6.358, 5.716)  -0.005
H (2.193, -7.086, 5.950)  0.063
O (-4.574, 0.364, 2.465)  -0.082
H (-5.108, 0.889, 1.855)  0.021
H (-4.933, 0.581, 3.334)  0.034
O (-6.333, 2.666, 2.774)  -0.048
H (-7.248, 2.614, 2.470)  0.045
H (-6.247, 3.570, 3.103)  0.047
O (-1.464, -5.388, -2.283)  -0.071
H (-1.018, -4.927, -3.010)  0.021
H (-0.764, -5.911, -1.873)  0.042
O (3.499, -3.956, -8.341)  -0.068
H (2.975, -3.430, -8.960)  0.006
H (3.134, -3.731, -7.477)  -0.008
O (-2.849, 1.758, -1.765)  -0.074
H (-3.287, 2.461, -2.263)  0.021
H (-1.936, 1.775, -2.091)  -0.008
O (3.823, 4.145, -1.794)  -0.086
H (3.300, 4.672, -2.415)  -0.008
H (3.459, 4.373, -0.930)  0.026
O (4.270, 4.855, -4.236)  -0.061
H (4.708, 5.318, -4.963)  0.023
H (4.976, 4.334, -3.831)  0.055
O (-4.140, -1.869, -2.055)  -0.073
H (-4.110, -2.483, -1.308)  -0.009
H (-3.725, -1.065, -1.714)  0.021
O (-3.723, 4.959, -1.551)  -0.065
H (-3.675, 4.341, -0.810)  0.035
H (-3.306, 5.762, -1.213)  0.027
O (-4.725, -5.301, -2.073)  -0.064
H (-3.785, -5.525, -2.094)  -0.005
H (-4.876, -4.850, -2.913)  0.043
O (0.079, -7.566, 2.344)  -0.075
H (0.076, -8.176, 3.093)  0.045
H (0.513, -6.774, 2.689)  -0.028
O (-2.343, -9.239, 2.146)  -0.070
H (-1.905, -8.449, 1.801)  -0.002
H (-3.204, -9.238, 1.709)  0.005
O (-5.588, -2.827, 0.264)  -0.050
H (-6.186, -2.293, -0.275)  0.035
H (-6.155, -3.521, 0.625)  0.055
O (1.967, 6.184, -2.942)  -0.067
H (2.729, 6.209, -3.539)  0.003
H (1.443, 6.952, -3.199)  0.015
O (3.760, -2.194, -10.583)  -0.066
H (4.195, -1.726, -11.307)  0.040
H (4.469, -2.713, -10.180)  0.034
O (-3.046, -8.390, -0.504)  -0.042
H (-3.439, -7.676, -1.024)  0.046
H (-2.126, -8.416, -0.797)  0.070
O (0.720, -3.838, -3.226)  -0.060
H (1.425, -3.716, -2.577)  0.049
H (0.908, -3.173, -3.903)  0.021
O (-0.486, 7.015, -1.422)  -0.059
H (-0.038, 7.837, -1.658)  0.011
H (0.238, 6.390, -1.271)  0.047
O (2.224, 7.542, -5.337)  -0.037
H (2.619, 8.353, -5.682)  0.047
H (1.353, 7.511, -5.754)  0.066
O (5.108, 5.736, 4.775)  -0.062
H (4.583, 6.265, 4.161)  0.045
H (4.747, 5.958, 5.643)  0.030
O (5.152, 7.300, -6.085)  -0.052
H (4.238, 7.258, -6.397)  0.022
H (5.250, 8.206, -5.764)  0.046
O (0.550, 7.131, 1.869)  -0.059
H (0.382, 7.351, 0.943)  -0.020
H (-0.311, 6.849, 2.200)  0.051
O (2.207, 8.660, -0.134)  -0.044
H (2.253, 8.039, 0.608)  0.034
H (2.615, 9.464, 0.210)  0.052
O (-5.917, -9.290, -0.396)  -0.058
H (-6.309, -8.576, -0.916)  0.039
H (-4.996, -9.315, -0.690)  -0.004
O (-1.067, 9.063, 0.324)  -0.065
H (-1.501, 9.765, -0.177)  0.045
H (-0.153, 9.082, 0.009)  -0.002
O (-7.538, -0.300, 1.134)  -0.055
H (-6.774, -0.851, 0.917)  0.009
H (-7.996, -0.800, 1.825)  0.020
O (-7.547, -1.892, 3.680)  -0.059
H (-7.486, -2.517, 4.418)  0.018
H (-7.143, -1.084, 4.025)  0.046
O (5.885, 7.828, 6.927)  -0.084
H (6.394, 7.401, 6.224)  0.030
H (6.364, 8.649, 7.097)  0.022
O (-5.967, -3.507, 5.322)  -0.064
H (-5.546, -3.030, 4.593)  0.039
H (-5.246, -4.021, 5.712)  0.023
O (-1.334, 8.401, -3.813)  -0.063
H (-1.942, 8.933, -4.341)  0.036
H (-1.890, 7.699, -3.448)  0.036
O (7.828, 8.559, -6.122)  -0.066
H (8.232, 8.917, -6.922)  0.036
H (7.460, 7.710, -6.404)  0.021
O (-1.026, -6.936, 7.892)  -0.074
H (-0.247, -6.947, 7.315)  -0.020
H (-1.517, -6.151, 7.609)  0.002
O (-3.795, -11.454, 0.471)  -0.060
H (-3.357, -10.664, 0.126)  -0.001
H (-4.658, -11.454, 0.032)  -0.007
O (-6.405, -12.656, -0.026)  -0.056
H (-7.361, -12.783, -0.018)  0.044
H (-6.141, -12.810, 0.890)  0.047
O (-6.948, 1.867, -1.221)  -0.064
H (-6.184, 1.318, -1.439)  0.028
H (-7.407, 1.368, -0.531)  0.001
O (7.207, -2.217, 4.859)  -0.067
H (7.048, -2.004, 3.931)  0.035
H (6.339, -2.487, 5.188)  -0.007
O (-3.317, -5.480, 6.463)  -0.069
H (-3.918, -5.930, 7.070)  0.053
H (-3.035, -6.176, 5.854)  0.030
O (-4.343, -6.487, 4.098)  -0.051
H (-4.473, -6.278, 3.164)  0.048
H (-5.224, -6.730, 4.408)  0.048
O (5.047, 10.111, 7.773)  -0.067
H (4.437, 10.647, 7.252)  0.048
H (4.492, 9.406, 8.130)  0.045

# 3
C35H26N4O5Se4Zr | ωB97M-V/def2-TZVPD

Properties
Strongest force on any atom = 0.038 Eh/bohr
Relative energy (zero: lowest compared OMol25 entry of this formula, charge and spin) = 162.10 kJ/mol
Multiplicity = 1
Charge = -2
Frontier orbital gap = 5.40 eV
LUMO energy = 4.11 eV

Each line ends with the Löwdin charge.
CARTESIAN COORDINATES (ANGSTROEM)
Zr (0.535, -0.289, 0.241)  1.493
O (-0.507, 4.178, -0.106)  0.058
C (-0.348, 4.337, -1.431)  -0.265
C (-0.547, 5.606, -1.976)  -0.031
C (-0.402, 5.820, -3.333)  -0.115
C (-0.018, 4.777, -4.165)  -0.118
C (0.176, 3.513, -3.640)  -0.034
C (-0.010, 3.268, -2.284)  -0.067
C (0.072, 1.897, -1.734)  -0.430
O (0.153, 1.742, -0.458)  -0.208
N (-0.029, 0.906, -2.580)  0.086
N (-0.056, -0.313, -1.939)  -0.141
C (-0.371, -1.319, -2.679)  -0.106
C (-0.523, -2.662, -2.210)  -0.186
C (-0.785, -3.655, -3.161)  -0.065
C (-0.987, -4.965, -2.804)  -0.129
C (-0.950, -5.317, -1.456)  -0.103
C (-0.701, -4.368, -0.495)  -0.015
C (-0.465, -3.011, -0.824)  -0.381
O (-0.213, -2.151, 0.112)  -0.433
H (-0.265, 3.229, 0.093)  0.085
H (-0.829, 6.409, -1.309)  0.106
H (-0.590, 6.804, -3.745)  0.090
H (0.110, 4.949, -5.225)  0.086
H (0.474, 2.685, -4.265)  0.105
H (-0.549, -1.140, -3.747)  0.130
H (-0.814, -3.368, -4.205)  0.101
H (-1.182, -5.712, -3.561)  0.081
H (-1.127, -6.346, -1.162)  0.092
H (-0.664, -4.634, 0.553)  0.096
Se (0.534, -1.292, 3.068)  -0.003
Se (1.667, -3.093, 2.153)  -0.112
Se (3.351, -2.159, 0.908)  -0.072
Se (2.602, -1.855, -1.258)  0.083
C (4.632, 2.693, 0.623)  -0.145
C (4.086, 2.205, 1.798)  -0.132
C (3.025, 1.307, 1.765)  -0.162
C (2.455, 0.852, 0.565)  -0.386
C (3.048, 1.374, -0.605)  -0.211
C (4.111, 2.262, -0.585)  -0.122
H (5.456, 3.400, 0.647)  0.078
H (4.506, 2.521, 2.747)  0.082
H (2.639, 0.935, 2.715)  0.057
H (2.676, 1.067, -1.589)  0.055
H (4.538, 2.608, -1.523)  0.086
O (-0.556, 0.876, 1.709)  -0.230
C (-1.711, 0.612, 1.351)  -0.608
N (-2.799, 0.902, 2.116)  0.164
C (-4.020, 0.563, 1.442)  -0.274
C (-3.391, 0.010, 0.076)  -0.427
O (-4.081, -0.343, -0.854)  0.075
N (-2.060, 0.044, 0.182)  0.163
C (-4.755, -0.588, 2.069)  -0.152
C (-4.192, -1.326, 3.105)  -0.007
C (-4.875, -2.394, 3.657)  -0.084
C (-6.122, -2.753, 3.176)  -0.111
C (-6.668, -2.054, 2.111)  -0.091
C (-5.990, -0.984, 1.557)  -0.041
C (-4.828, 1.822, 1.244)  -0.131
C (-4.377, 2.803, 0.363)  0.001
C (-5.049, 4.006, 0.249)  -0.076
C (-6.177, 4.251, 1.017)  -0.111
C (-6.626, 3.286, 1.903)  -0.098
C (-5.955, 2.082, 2.016)  -0.036
H (-2.735, 1.354, 3.009)  0.165
H (-3.211, -1.070, 3.474)  0.106
H (-4.423, -2.946, 4.469)  0.099
H (-6.660, -3.581, 3.619)  0.090
H (-7.631, -2.347, 1.709)  0.095
H (-6.407, -0.447, 0.718)  0.121
H (-3.492, 2.620, -0.229)  0.125
H (-4.680, 4.758, -0.434)  0.101
H (-6.701, 5.193, 0.928)  0.090
H (-7.494, 3.475, 2.523)  0.093
H (-6.306, 1.337, 2.716)  0.110